(1)
The following is a DFT calculation (ωB97M-V with the def2-TZVPD basis set) of 2 unconnected molecules or ions with the total composition C3H9NO3.

Properties
Total charge: 0
Energy, eV: -10886.842
Molar mass, g/mol: 107.11
Structure (SMILES): O=CCO.CON
LUMO, eV: 0.860
ΔE to the lowest compared entry with this formula, charge and spin, kJ/mol: 360.8

```
16
C3H9NO3 | the Open Molecules 2025 dataset | ωB97M-V with the def2-TZVPD basis set
O 0.811 -1.940 -0.808
C 0.857 -0.800 -1.174
C -0.138 -0.131 -2.086
O -0.275 1.241 -1.818
H 1.685 -0.122 -0.880
H -1.101 -0.657 -2.040
H 0.241 -0.209 -3.123
H -0.578 1.319 -0.901
C -0.795 -0.671 1.710
O -0.327 0.396 0.911
N 0.509 1.258 1.691
H 0.048 -1.260 2.092
H -1.394 -0.294 2.546
H -1.402 -1.292 1.048
H 1.473 0.973 1.531
H 0.386 2.189 1.300
```

(2)
The following is a DFT calculation (ωB97M-V with the def2-TZVPD basis set) of a molecular structure, C27H13ClF3IMoN6OSSe.

Properties
Total charge: +2
Energy, eV: -146000.073
Molar mass, g/mol: 863.76
LUMO (alpha / beta), eV: -7.242 / -7.550
ΔE to the lowest compared entry with this formula, charge and spin, kJ/mol: 6.1

```
55
C27H13ClF3IMoN6OSSe | the Open Molecules 2025 dataset | ωB97M-V with the def2-TZVPD basis set
Mo -0.033 -0.415 -0.774
F -6.329 -0.427 -1.859
C -5.077 -0.871 -1.827
F -4.755 -1.328 -3.042
F -5.016 -1.906 -0.974
C -4.120 0.218 -1.394
C -4.557 1.497 -1.089
C -3.635 2.460 -0.695
C -2.306 2.110 -0.595
N -1.885 0.874 -0.886
C -2.764 -0.042 -1.304
S -1.892 -1.517 -1.698
H -5.608 1.741 -1.169
H -3.946 3.471 -0.473
H -1.559 2.829 -0.285
Se 1.396 5.009 4.556
N 0.777 3.357 4.629
C 0.745 2.906 3.400
C 0.299 1.564 3.049
C -0.129 0.625 3.991
C -0.517 -0.629 3.568
C -0.459 -0.930 2.216
N -0.066 -0.039 1.300
C 0.308 1.202 1.708
C 0.745 2.131 0.673
N 0.699 1.679 -0.597
C 1.120 2.458 -1.586
C 1.580 3.752 -1.356
C 1.610 4.235 -0.066
C 1.189 3.411 0.983
C 1.189 3.816 2.384
N 1.577 4.995 2.800
H -0.142 0.899 5.038
H -0.851 -1.380 4.269
H -0.734 -1.908 1.850
H 1.093 2.034 -2.581
H 1.909 4.358 -2.188
H 1.960 5.235 0.157
Cl 4.533 -5.593 -1.813
C 3.736 -4.079 -1.704
C 4.364 -2.944 -2.137
C 3.733 -1.680 -2.054
I 4.692 0.030 -2.717
C 2.472 -1.602 -1.534
O 1.758 -0.455 -1.390
C 1.821 -2.755 -1.086
N 0.563 -2.536 -0.598
C -0.117 -3.597 -0.170
C 0.409 -4.888 -0.188
C 1.673 -5.108 -0.680
C 2.421 -4.019 -1.157
H 5.361 -3.015 -2.549
H -1.126 -3.423 0.178
H -0.199 -5.704 0.175
H 2.090 -6.106 -0.709
```

(3)
The following is a DFT calculation (ωB97M-V with the def2-TZVPD basis set) of a single C3H3NO2 molecule in a non-equilibrium geometry.

Properties
Total charge: 0
Energy, eV: -8742.445
Molar mass, g/mol: 85.06
LUMO, eV: 0.047
ΔE to the lowest compared entry with this formula, charge and spin, kJ/mol: 259.2

```
9
C3H3NO2 | the Open Molecules 2025 dataset | ωB97M-V with the def2-TZVPD basis set
C -0.923 -0.215 0.095
O -0.489 0.919 -0.557
C 0.900 0.986 -0.558
O 1.450 1.900 -1.092
C 1.509 -0.232 0.193
N 0.397 -0.843 0.520
H 0.224 -1.694 1.035
H -1.571 0.049 0.952
H -1.496 -0.870 -0.588
```

(4)
The following is a DFT calculation (ωB97M-V with the def2-TZVPD basis set) of a molecular structure, C3H7P in a non-equilibrium geometry.

Properties
Total charge: 0
Energy, eV: -12505.649
Molar mass, g/mol: 74.06
LUMO (alpha / beta), eV: 1.126 / -2.948
ΔE to the lowest compared entry with this formula, charge and spin, kJ/mol: 109.6
⟨S²⟩: 2.01
2S+1: 3

```
11
C3H7P | the Open Molecules 2025 dataset | ωB97M-V with the def2-TZVPD basis set
C 0.885 -1.109 0.049
C 0.294 0.148 -0.526
C -0.971 0.674 -0.005
P 2.038 0.395 -0.011
H 0.460 -1.383 1.035
H 0.914 -1.851 -0.711
H 0.387 0.007 -1.890
H -1.764 -0.027 -0.376
H -1.030 1.691 -0.214
H -0.978 0.246 1.048
H 1.819 0.840 1.244
```